The following is a DFT calculation (ωB97M-V/def2-TZVPD) of 2 unconnected molecules or ions with the total composition C8H8ClNO2 in a non-equilibrium geometry.

```
20
Properties=species:S:1:pos:R:3:forces:R:3:mulliken_spin:R:1
C -0.3071 -1.5200 -1.2838 0.938 0.194 1.551 0.34
C 0.7126 -0.9616 -2.1012 1.166 -0.742 4.570 -0.13
C -0.1157 -1.6791 0.1456 0.414 -1.094 -0.842 -0.15
C 1.9355 -0.6489 -1.5330 0.211 -0.480 0.040 0.28
C 1.1457 -1.3362 0.6979 -1.930 -1.371 -0.217 0.28
C 2.1804 -0.8118 -0.1330 0.039 -0.125 0.222 -0.09
C 3.4172 -0.5848 0.4087 0.513 0.318 0.274 0.32
C -0.7619 2.1634 1.1095 1.868 -0.943 -1.311 -0.01
N 1.5612 2.1519 0.6745 0.434 -0.081 1.276 0.76
O 4.3934 -0.1901 0.9240 -0.961 -0.384 -0.540 0.14
O 0.5748 1.9351 1.5972 0.931 0.176 -1.535 0.15
Cl 1.1548 2.0479 -1.0016 -0.579 0.691 0.426 0.07
H -1.1154 -2.0546 -1.7140 -0.869 0.081 -0.465 0.02
H 0.6886 -0.8314 -3.0947 -0.766 0.163 -3.527 -0.01
H -0.9021 -2.3576 0.7236 1.896 1.880 -1.101 0.00
H 2.8136 -0.3513 -2.0988 -0.444 0.176 -0.352 0.01
H 1.3920 -1.7734 1.6588 -0.024 0.585 0.203 0.01
H -0.9099 1.3584 0.3527 -0.564 0.861 0.409 0.01
H -0.7050 3.1712 0.7091 -0.912 0.014 -0.130 0.01
H -1.3199 2.0144 1.9790 -1.363 0.082 1.051 0.00
```
Positions in Å, forces in eV/Å.

Properties
HOMO level (alpha / beta) = -6.199 / -9.347 eV
Gap between HOMO and LUMO (alpha / beta) = 6.90 / 8.94 eV
Energy above the lowest of the compared OMol25 structures with the same formula, charge and spin = 11.43 kcal/mol
Multiplicity = 3
<S²> = 2.054


The following is a DFT calculation (ωB97M-V/def2-TZVPD) of 17 unconnected molecules or ions with the total composition H35O17 in a non-equilibrium geometry.

```
52
Properties=species:S:1:pos:R:3:forces:R:3:nbo_charge:R:1
O 0.0155 0.7297 -1.3529 -0.408 -2.762 -2.708 -0.95
H 3.7984 -3.3459 -2.0749 -0.865 1.269 0.622 0.49
H 0.7183 1.1244 -1.8929 0.289 0.329 0.746 0.50
O 2.5043 -2.7170 1.5234 0.486 1.692 -1.190 -0.97
H -2.4153 2.3187 -1.4136 -0.265 -0.342 0.360 0.48
H 2.5806 0.0242 3.6797 0.306 -0.383 -1.239 0.50
O -3.5809 -0.6691 0.0668 -0.112 -0.699 -0.281 -0.97
H -2.9595 -0.6747 -0.6662 0.299 0.238 -0.139 0.48
H -3.4228 0.0278 3.1069 0.557 0.200 0.749 0.47
O 0.8792 -2.9817 -0.3382 -2.161 1.222 3.057 -0.83
H 0.4685 -2.7424 0.7279 -2.020 -1.199 -1.456 0.55
H -3.2928 4.1706 2.3347 -0.473 -1.064 1.250 0.52
O -2.5155 0.0840 2.7569 -1.464 -0.251 -0.083 -0.97
H 2.1644 1.4903 -3.5247 -0.194 1.356 0.427 0.48
O 0.3258 2.9491 0.1430 -0.910 1.084 -0.721 -1.00
H -0.5099 2.9095 -0.4241 1.842 -0.836 1.430 0.51
H -0.0932 -2.9863 -3.5527 -0.199 0.988 -0.379 0.50
O -0.3511 -0.5410 1.4199 0.921 0.646 -0.604 -1.01
H 0.8400 2.1311 0.1782 -0.829 0.187 -0.524 0.47
H -1.8617 2.6348 -3.4915 -0.993 0.876 -0.495 0.46
O 1.6819 0.6788 -3.3911 2.426 -1.482 -2.401 -0.97
H -0.0744 -0.0473 -2.0222 -0.305 1.737 1.880 0.44
H 2.3529 0.1718 -3.9759 -1.919 0.198 1.444 0.49
O -2.1143 2.0405 -0.5325 -1.609 -0.667 0.026 -0.96
H 3.1941 0.6891 2.4685 -0.049 -0.348 0.018 0.48
H -2.8060 1.4126 -0.1932 0.850 1.171 -0.493 0.49
O 0.0678 -2.8783 -2.6187 0.325 -0.593 0.787 -0.96
H 2.8057 1.2909 0.1680 0.127 -0.290 -0.786 0.47
H 0.1080 -1.9899 -2.2330 -0.316 -0.387 -1.287 0.47
O -0.7980 -3.0205 1.5531 0.747 0.538 1.035 -0.91
H 0.7288 3.1995 2.2656 0.822 -0.226 -0.304 0.52
H 2.5245 -2.5395 -2.3764 -0.402 -0.093 -0.376 0.47
O -2.5117 2.0067 -3.8696 2.228 -0.267 1.157 -0.91
H -0.3415 -2.9115 2.4225 -0.881 -0.242 -0.618 0.49
H -1.8492 1.2939 -3.7331 -1.106 -0.544 -0.614 0.46
O 1.4417 2.5539 2.4371 -0.241 -0.731 0.502 -0.99
H 2.3021 2.9693 2.4076 -0.164 0.775 0.024 0.47
H -0.1923 0.2943 0.9359 -0.332 -0.259 0.214 0.52
O 3.2293 -2.5985 -1.7343 1.295 -1.230 -0.291 -0.96
H -0.3187 -0.3176 2.3613 -0.198 0.304 -0.209 0.51
H 2.8033 -1.8456 1.0960 -0.126 -1.906 0.955 0.50
O -3.7753 3.9862 1.5553 1.076 2.236 -2.319 -1.04
H -4.0939 -1.4758 -0.1215 -0.070 0.467 0.376 0.50
H 2.3895 -2.4460 2.4274 0.213 0.173 0.783 0.49
O 2.8813 -0.1832 2.7547 -0.305 0.746 1.317 -0.97
H 1.1938 -2.0541 -0.2345 1.595 -0.838 -0.845 0.55
H 1.3660 -3.7056 0.1032 1.522 0.608 -0.757 0.57
O 2.4405 0.5041 -0.2892 -0.075 -0.039 2.575 -0.94
H 2.0440 0.0858 0.5335 0.319 0.449 -1.337 0.47
H -2.7889 -0.0379 1.8361 0.699 -0.031 -0.413 0.48
H -1.3600 -2.2037 1.4834 0.701 -0.644 0.033 0.53
H -4.4242 3.4440 1.1604 -0.652 -1.132 1.102 0.52
```
Positions in Å, forces in eV/Å.

Properties
Net charge = +1
HOMO level = -12.989 eV
Gap between HOMO and LUMO = 9.94 eV
Energy above the lowest of the compared OMol25 structures with the same formula, charge and spin = 153.57 kcal/mol
Multiplicity = 1


The following is a DFT calculation (ωB97M-V/def2-TZVPD) of 2 unconnected molecules or ions with the total composition C3H10N2O2 in a non-equilibrium geometry.

```
17
Properties=species:S:1:pos:R:3:forces:R:3:nbo_charge:R:1
C -0.4831 1.4897 1.9237 -0.463 -3.951 5.305 -0.70
C 0.1495 0.5439 1.0269 2.137 1.595 -1.943 0.68
O 1.0700 -0.1636 1.3716 -0.473 -1.745 0.146 -0.60
N -0.1235 0.8279 -0.3090 -1.662 -1.467 1.233 -0.66
C -0.1805 -0.0672 -1.4510 -0.478 0.344 1.104 -0.05
N 0.9864 0.2791 -2.1328 2.480 -0.175 -4.169 -0.88
H -0.0671 1.4188 3.0058 -0.185 0.483 -2.054 0.23
H -1.5023 1.1773 2.0962 -0.637 -0.286 -0.172 0.23
H -0.5804 2.4015 1.5672 0.034 4.511 -1.661 0.22
H -0.2211 1.7787 -0.6060 -0.348 0.313 0.398 0.39
H -1.0874 0.2285 -1.9934 0.371 -0.092 -0.371 0.18
H -0.3419 -1.1324 -1.2134 0.279 0.466 0.559 0.19
H 0.8926 0.3258 -3.2092 0.709 -0.572 2.622 0.37
H 1.8965 -0.0946 -1.7386 -1.809 0.526 -1.015 0.39
O -0.5708 -3.0985 0.4672 3.151 0.840 1.400 -0.94
H 0.2362 -3.1267 -0.1240 -1.469 -0.108 0.617 0.46
H -0.0730 -2.7883 1.3185 -1.637 -0.680 -1.999 0.48
```
Positions in Å, forces in eV/Å.

Properties
HOMO level = -8.733 eV
Gap between HOMO and LUMO = 9.51 eV
Energy above the lowest of the compared OMol25 structures with the same formula, charge and spin = 55.15 kcal/mol
Multiplicity = 1
SMILES string = CC(=O)NCN.O